# 1
{"formula": "C4H6N4", "method": "ωB97M-V/def2-TZVPD", "homo_lumo_gap_ev": 8.88, "charge": 0, "symbols": ["C", "C", "C", "C", "H", "H", "H", "H", "H", "H", "N", "N", "N", "N"], "xyz": [[-0.00329, 0.59651, 0.06579], [0.15314, 1.06256, -1.26021], [0.39388, 1.33147, -2.38182], [0.13373, -0.93549, 0.11978], [-0.30515, 1.69943, 2.90939], [-0.01066, -0.04051, 2.21088], [0.28706, 1.79849, -3.24459], [0.32220, -1.36823, -2.45974], [0.39655, -2.57314, -0.88546], [-0.83931, -0.74012, 1.71082], [-0.49073, 0.93380, 2.27045], [-0.43500, 1.43010, 1.00651], [0.76683, -1.62342, -1.18109], [-0.36926, -1.57146, 1.11928]], "nbo_charge": [-0.030, -0.006, -0.200, 0.409, 0.405, 0.366, 0.213, 0.423, 0.374, 0.347, -0.636, -0.144, -0.868, -0.653]}


# 2
{"formula": "C15H23N5O4", "method": "ωB97M-V/def2-TZVPD", "homo_lumo_gap_ev": 9.34, "charge": 0, "symbols": ["H", "N", "C", "N", "N", "C", "C", "C", "C", "N", "C", "O", "N", "C", "C", "C", "C", "C", "C", "O", "C", "C", "C", "O", "O", "H", "H", "H", "H", "H", "H", "H", "H", "H", "H", "H", "H", "H", "H", "H", "H", "H", "H", "H", "H", "H", "H"], "xyz": [[2.49189, 1.41884, 1.47524], [2.70020, 2.42636, 1.67955], [3.76467, 2.73381, 1.01153], [4.09625, 4.02076, 0.81387], [4.44609, 1.90061, 0.05976], [4.12017, 0.43276, -0.26219], [2.96320, 0.06807, -1.26045], [2.77249, -1.44220, -1.44878], [2.21974, -2.19945, -0.31433], [1.68623, -3.54554, -0.72635], [1.06749, -1.43004, 0.45313], [1.44181, -0.59873, 1.26626], [-0.16541, -1.71856, -0.10105], [-1.37542, -1.06788, 0.39208], [-2.65082, -1.27486, -0.46719], [-3.59189, -0.02742, -0.28348], [-3.34769, 1.20675, -0.91617], [-4.42656, 2.08095, -0.90586], [-5.61413, 1.66516, -0.20065], [-6.56301, 2.74172, 0.10422], [-5.74338, 0.49807, 0.37949], [-4.67033, -0.40793, 0.45844], [-1.65374, -1.63439, 1.79305], [-2.38827, -2.60502, 2.09484], [-0.61061, -1.31709, 2.62220], [5.05930, 4.23499, 1.01398], [3.53208, 4.64063, 1.31354], [4.79972, 2.40593, -0.72395], [5.04169, -0.09083, -0.54273], [3.49399, -0.05084, 0.61896], [2.01387, 0.57085, -0.98217], [3.18883, 0.47236, -2.36790], [2.18847, -1.58021, -2.30238], [3.79198, -1.96866, -1.52839], [3.00713, -2.12568, 0.48745], [1.78784, -4.16398, -0.00048], [2.39014, -4.03162, -1.30821], [-0.17481, -2.62663, -0.55472], [-1.11160, -0.02550, 0.34039], [-3.16185, -2.21573, -0.20950], [-2.32260, -1.44788, -1.57994], [-2.50047, 1.49224, -1.43148], [-4.31792, 2.95204, -1.61546], [-6.47192, 3.43481, -0.70958], [-6.52904, 0.28564, 1.08508], [-4.81530, -1.45561, 0.89327], [0.14149, -0.63105, 2.38706]], "nbo_charge": [0.344, -0.749, 0.566, -0.822, -0.660, -0.251, -0.408, -0.410, -0.137, -0.833, 0.725, -0.671, -0.614, -0.167, -0.416, -0.040, -0.207, -0.238, 0.273, -0.692, -0.263, -0.189, 0.784, -0.581, -0.730, 0.374, 0.390, 0.384, 0.203, 0.232, 0.219, 0.196, 0.221, 0.203, 0.200, 0.362, 0.364, 0.443, 0.226, 0.242, 0.211, 0.216, 0.219, 0.472, 0.229, 0.244, 0.535]}


# 3
{"formula": "C2H8NS", "method": "ωB97M-V/def2-TZVPD", "homo_lumo_gap_ev": 6.89, "charge": -1, "symbols": ["S", "H", "C", "N", "C", "H", "H", "H", "H", "H", "H", "H"], "xyz": [[2.11079, -0.25083, -0.51371], [3.59289, -0.10458, -0.76194], [-1.08660, -0.53277, 1.36899], [-1.15977, 0.65660, 0.45189], [-2.07785, 0.53997, -0.69198], [-0.14840, -1.02005, 1.14704], [-1.22830, -0.29072, 2.46114], [-1.82113, -1.34606, 1.10200], [-0.14594, 0.68906, 0.08349], [-1.76928, -0.31986, -1.30206], [-2.02480, 1.28741, -1.43794], [-3.12257, 0.47864, -0.29769]], "nbo_charge": [-1.092, 0.108, -0.432, -0.674, -0.412, 0.230, 0.175, 0.160, 0.408, 0.167, 0.192, 0.170]}


# 4
{"formula": "C54H50N11O16", "method": "ωB97M-V/def2-TZVPD", "homo_lumo_gap_ev": 6.87, "charge": 1, "symbols": ["C", "C", "N", "C", "C", "C", "C", "N", "N", "H", "H", "H", "H", "H", "H", "H", "H", "H", "H", "C", "C", "C", "C", "C", "C", "N", "O", "O", "H", "H", "H", "H", "H", "C", "C", "C", "C", "C", "C", "N", "O", "O", "H", "H", "H", "H", "H", "C", "C", "C", "C", "C", "C", "N", "O", "O", "H", "H", "H", "H", "H", "C", "C", "C", "C", "C", "C", "N", "O", "O", "H", "H", "H", "H", "H", "C", "C", "C", "C", "C", "C", "N", "O", "O", "H", "H", "H", "H", "H", "C", "C", "C", "C", "C", "C", "N", "O", "O", "H", "H", "H", "H", "H", "C", "C", "C", "C", "C", "C", "N", "O", "O", "H", "H", "H", "H", "H", "C", "C", "C", "C", "C", "C", "N", "O", "O", "H", "H", "H", "H", "H"], "xyz": [[5.36845, 1.20604, 3.65150], [4.77920, 2.69932, 3.87342], [3.62288, 3.00716, 2.93282], [2.39579, 2.39723, 3.50718], [1.77639, 3.08738, 4.70259], [0.56268, 2.30195, 5.18396], [0.23548, 1.04979, 4.39839], [0.83147, 0.50325, 3.27686], [1.87164, 1.24422, 2.93618], [4.59041, 0.46601, 4.02904], [6.28329, 1.14285, 4.34428], [5.61784, 0.98518, 2.56840], [5.57975, 3.49823, 3.70838], [4.47646, 2.78846, 4.97267], [3.79353, 2.52263, 2.03473], [2.17888, 4.02185, 5.18670], [-0.06909, 2.61006, 6.06723], [-0.65648, 0.44335, 4.78674], [2.37162, 0.88516, 2.09318], [1.12840, 4.28752, 0.51557], [1.54841, 5.46772, 1.12058], [1.76822, 6.60460, 0.35097], [1.55948, 6.54820, -1.02465], [1.14642, 5.36812, -1.63758], [0.93170, 4.23520, -0.86063], [1.76556, 7.75004, -1.83615], [2.14566, 8.76079, -1.26785], [1.54172, 7.67258, -3.03296], [0.95190, 3.40306, 1.12015], [1.70168, 5.50236, 2.19392], [2.09525, 7.51843, 0.83350], [0.98679, 5.31633, -2.70856], [0.60692, 3.31134, -1.32685], [-5.84587, 3.71783, -2.17759], [-5.54162, 4.45576, -1.03852], [-4.38254, 4.18329, -0.32135], [-3.53174, 3.17021, -0.75902], [-3.83461, 2.42237, -1.89511], [-4.99761, 2.70014, -2.60363], [-2.29740, 2.89613, -0.02265], [-2.07043, 3.55650, 0.97814], [-1.55648, 2.02231, -0.45262], [-6.74947, 3.93827, -2.73732], [-6.20864, 5.24654, -0.71208], [-4.15650, 4.76513, 0.56472], [-3.17994, 1.62957, -2.23857], [-5.24203, 2.12622, -3.49071], [5.99599, -3.64628, -0.77881], [5.29039, -2.73728, -1.56601], [4.54708, -1.72699, -0.96782], [4.51912, -1.63109, 0.42303], [5.21532, -2.53986, 1.21788], [5.95351, -3.54820, 0.61115], [3.76047, -0.55733, 1.05462], [3.14217, 0.21751, 0.33143], [3.77998, -0.47667, 2.27695], [6.58974, -4.44279, -1.24899], [5.32368, -2.81615, -2.64480], [4.00314, -1.02686, -1.59176], [5.19410, -2.47416, 2.29999], [6.50128, -4.25866, 1.22055], [-1.98335, 4.32862, 11.01685], [-2.27375, 4.68200, 9.70250], [-1.24465, 4.85216, 8.78393], [0.07380, 4.66100, 9.19274], [0.37194, 4.31466, 10.50855], [-0.66367, 4.14941, 11.42078], [1.15932, 4.81443, 8.22339], [0.86326, 5.13761, 7.07901], [2.29799, 4.60822, 8.60588], [-2.78987, 4.19126, 11.73000], [-3.30385, 4.82195, 9.39373], [-1.48361, 5.12773, 7.76305], [1.39553, 4.16929, 10.83450], [-0.44324, 3.87705, 12.44690], [-9.95628, 0.57638, 2.15318], [-9.54446, 1.75852, 2.76081], [-9.32314, 2.89583, 1.99270], [-9.52210, 2.83848, 0.61538], [-9.92691, 1.65682, -0.00025], [-10.14316, 0.52353, 0.77538], [-9.31466, 4.04030, -0.19465], [-8.94115, 5.05602, 0.37770], [-9.53092, 3.96197, -1.39644], [-10.13358, -0.30816, 2.75677], [-9.39900, 1.79380, 3.83496], [-9.00270, 3.81076, 2.47748], [-10.07900, 1.60410, -1.07222], [-10.46143, -0.40108, 0.30666], [0.67338, -0.27544, -3.89194], [0.86174, -1.19938, -4.91519], [-0.17840, -2.04068, -5.29377], [-1.40565, -1.94415, -4.64238], [-1.59878, -1.02707, -3.61263], [-0.55258, -0.19172, -3.23861], [-2.51167, -2.81045, -5.05403], [-2.30136, -3.61701, -5.94840], [-3.58153, -2.67663, -4.48430], [1.48600, 0.38383, -3.60265], [1.81953, -1.26150, -5.42019], [-0.01967, -2.75629, -6.09227], [-2.55015, -0.95043, -3.09836], [-0.69311, 0.52880, -2.43919], [9.45170, -7.63654, -6.01511], [9.97300, -7.55823, -4.72718], [9.34747, -6.76850, -3.77006], [8.19567, -6.06377, -4.11363], [7.67268, -6.13162, -5.40296], [8.30665, -6.92176, -6.35419], [7.51959, -5.25114, -3.10292], [8.02355, -5.20262, -1.98176], [6.49615, -4.67540, -3.43277], [9.93983, -8.25875, -6.75841], [10.86626, -8.11618, -4.46905], [9.76302, -6.71567, -2.77036], [6.77977, -5.58217, -5.67825], [7.90669, -6.98436, -7.36009], [-3.38319, -6.42934, -5.73796], [-4.15537, -7.19377, -6.60785], [-4.40087, -8.53356, -6.32792], [-3.87086, -9.09715, -5.16970], [-3.09124, -8.34073, -4.29862], [-2.84860, -7.00260, -4.58793], [-4.14730, -10.50089, -4.85755], [-4.81858, -11.13887, -5.65273], [-3.69393, -10.95255, -3.81768], [-3.19724, -5.38044, -5.95620], [-4.56878, -6.74329, -7.50367], [-5.00377, -9.11823, -7.01316], [-2.67181, -8.77454, -3.39808], [-2.24494, -6.40364, -3.91436]], "mulliken_charge": [-0.749, -0.567, -0.151, 0.317, -0.326, -0.271, -0.450, -1.077, 0.985, 0.194, 0.409, 0.164, 0.342, 0.307, 0.356, 0.615, 0.339, 0.403, 0.214, -0.381, -0.425, -0.405, -0.156, -0.373, -0.541, 1.001, -0.595, -0.596, 0.581, 0.409, 0.459, 0.453, 0.591, -0.473, -0.549, -0.325, -0.055, -0.044, -0.539, 1.069, -0.616, -0.586, 0.436, 0.424, 0.456, 0.355, 0.405, -0.106, -0.410, -0.203, 0.071, -0.214, -1.002, 0.984, -0.708, -0.591, 0.386, 0.405, 0.482, 0.410, 0.395, -0.380, -0.526, -0.161, 0.063, -0.350, -0.473, 1.058, -0.622, -0.605, 0.382, 0.374, 0.439, 0.435, 0.378, -0.396, -0.443, -0.348, 0.140, -0.315, -0.454, 1.041, -0.599, -0.602, 0.372, 0.370, 0.433, 0.437, 0.374, -0.531, -0.580, -0.299, -0.058, -0.446, -0.108, 1.046, -0.658, -0.597, 0.473, 0.395, 0.455, 0.533, 0.383, -0.426, -0.494, -0.291, 0.179, -0.206, -0.533, 1.062, -0.651, -0.576, 0.378, 0.373, 0.418, 0.403, 0.370, -0.166, -0.656, -0.240, -0.082, -0.287, -0.473, 0.990, -0.595, -0.599, 0.544, 0.375, 0.438, 0.427, 0.356]}


# 5
{"formula": "C3H7N3O", "method": "ωB97M-V/def2-TZVPD", "homo_lumo_gap_ev": 10.11, "charge": 0, "symbols": ["C", "N", "C", "N", "C", "N", "O", "H", "H", "H", "H", "H", "H", "H"], "xyz": [[-1.25331, -1.68475, 0.02746], [-0.04632, -0.89553, 0.06488], [-0.02996, 0.34226, -0.23994], [-0.98737, 1.14148, -0.79513], [1.20044, 1.13704, 0.19783], [2.13875, 0.35876, 0.76549], [1.24892, 2.35020, 0.05576], [-2.00124, -1.42987, -0.73744], [-1.73675, -1.57878, 1.00626], [-0.98599, -2.73827, -0.08807], [-0.67543, 2.08772, -0.97767], [-1.66699, 0.74763, -1.42623], [1.88815, -0.61500, 0.88369], [2.90708, 0.77711, 1.26313]], "nbo_charge": [-0.438, -0.513, 0.348, -0.819, 0.619, -0.804, -0.623, 0.168, 0.207, 0.206, 0.422, 0.393, 0.430, 0.403]}


# 6
{"formula": "H4O2", "method": "ωB97M-V/def2-TZVPD", "homo_lumo_gap_ev": 11.36, "charge": 0, "symbols": ["O", "H", "H", "O", "H", "H"], "xyz": [[-1.49675, -0.07925, 0.01244], [-1.41075, 0.86437, -0.19362], [-0.61689, -0.41086, 0.23565], [1.30262, 0.00433, -0.08676], [1.59196, 0.80196, 0.43727], [1.98875, -0.65607, 0.11524]], "nbo_charge": [-0.962, 0.463, 0.490, -0.950, 0.479, 0.479]}